Molecular formula: C40H41BrCsN9OS
Method: DFT, ωB97M-V/def2-TZVPD

ORCA input file:
```
! RIJCOSX wB97M-V def2-TZVPD def2/J DEFGRID3
* xyz 2 1
Cs -0.17497 0.56590 0.77242
C 2.39480 4.17160 -1.69720
C 3.76133 4.03025 -1.52625
C 4.25783 2.84163 -1.01593
C 3.36880 1.82226 -0.68319
N 2.05018 1.97294 -0.81743
C 1.58507 3.11121 -1.32175
C 3.84338 0.49368 -0.17621
C 5.19600 0.15665 -0.20769
C 5.59786 -1.08159 0.25584
C 4.64402 -1.94802 0.76048
C 3.31648 -1.53408 0.76494
N 2.91911 -0.35283 0.28970
C 2.28658 -2.41356 1.39960
C 2.51412 -2.88087 2.68820
C 1.57560 -3.70612 3.28993
C 0.42926 -4.03203 2.58796
C 0.27717 -3.51784 1.31161
N 1.17752 -2.73172 0.71642
H 1.96432 5.07957 -2.09694
H 4.43708 4.83607 -1.78224
H 5.32195 2.73338 -0.86893
H 0.50748 3.17823 -1.42933
H 5.93209 0.84388 -0.59597
H 6.64215 -1.36423 0.23115
H 4.91766 -2.92284 1.14195
H 3.41472 -2.59130 3.21232
H 1.74079 -4.08360 4.29099
H -0.33547 -4.66922 3.00967
H -0.61048 -3.75184 0.73331
C -1.80056 2.68863 5.15386
C -1.30117 1.94074 4.08078
N -1.51227 2.23613 2.81553
C -2.25528 3.32749 2.52859
C -2.78890 4.15213 3.53264
C -2.54549 3.80185 4.87198
C -3.54947 5.32011 3.18856
C -3.76428 5.64419 1.90046
C -3.25116 4.81994 0.84269
C -3.48596 5.12904 -0.50795
C -2.99681 4.30324 -1.48491
C -2.27250 3.17195 -1.09054
N -2.02707 2.85389 0.16398
C -2.50882 3.66277 1.13439
H -1.59140 2.38842 6.17116
H -0.69757 1.05825 4.27861
H -2.94899 4.41966 5.66510
H -3.94166 5.93448 3.98951
H -4.33343 6.52673 1.63546
H -4.05496 6.01612 -0.75923
H -3.15994 4.50748 -2.53404
H -1.87084 2.50061 -1.84769
Br -6.04780 -2.93108 4.63303
C -4.52237 -2.43662 3.65757
C -3.27853 -2.41311 4.26798
C -2.18786 -2.04448 3.49906
N -2.25798 -1.70986 2.20917
C -3.46967 -1.72637 1.64804
C -4.62662 -2.08479 2.32293
H -3.16026 -2.67175 5.31086
H -1.20069 -2.02120 3.95124
H -3.52129 -1.41810 0.60880
H -5.58385 -2.07988 1.82017
S 0.00583 0.21747 -3.17776
C 1.69795 0.12193 -3.37916
N 2.38757 -0.97976 -2.99804
C 3.73114 -1.11920 -3.11054
C 4.48512 -0.11565 -3.63197
C 3.82496 1.05702 -4.04048
C 2.46609 1.17608 -3.91497
H 1.85973 -1.75929 -2.60138
H 4.13456 -2.05892 -2.76002
H 5.55433 -0.23145 -3.72573
H 4.39525 1.87450 -4.46359
H 1.94596 2.07060 -4.22491
C 1.43948 -4.61791 -1.90549
O 0.84533 -3.31142 -1.96257
H 2.37671 -4.59392 -1.34714
H 1.64598 -4.94109 -2.92378
H 0.76471 -5.33334 -1.43379
H 0.89491 -2.92628 -1.04944
N -1.22998 -2.67676 -3.88817
C -2.66482 -2.84446 -3.49104
C -2.89735 -2.40577 -2.04235
N -3.11589 -0.99591 -1.76996
H -1.05034 -3.03523 -4.82345
H -0.58552 -3.12323 -3.21795
H -0.92895 -1.66059 -3.87113
H -2.91887 -3.89463 -3.62670
H -3.26059 -2.25347 -4.18419
H -2.05370 -2.75224 -1.43415
H -3.76358 -2.95513 -1.67372
H -4.02069 -0.67578 -2.08889
H -2.40227 -0.37835 -2.13278
*
```

- ΔE to the lowest compared entry with this formula, charge and spin: 0.0 kJ/mol
- Highest occupied orbital energy: -12.6510 eV
- Frontier orbital gap: 8.24 eV
- E_LUMO: -4.41 eV



Molecular formula: C40H41N2O2P2S4W
Method: DFT, ωB97M-V/def2-TZVPD

ORCA input file:
```
! RIJCOSX wB97M-V def2-TZVPD def2/J DEFGRID3
* xyz 3 1
W -0.34154 0.16421 -0.35842
C -2.41571 1.20971 2.81640
C -2.50220 0.24687 1.68511
C -2.60527 -1.12814 1.93614
C -2.94442 -2.03432 0.93852
C -3.14595 -3.48246 1.25516
C -3.17412 -1.54462 -0.35621
C -3.05705 -0.18682 -0.66372
C -3.60406 0.36080 -1.94736
C -2.64749 0.69540 0.36022
H -3.41996 1.59688 3.00133
H -1.78681 2.06227 2.58905
H -2.08863 0.71892 3.72814
H -2.49725 -1.48309 2.95350
H -4.17253 -3.63972 1.58994
H -2.48823 -3.81029 2.05834
H -2.98198 -4.11170 0.38486
H -3.53429 -2.22285 -1.11881
H -3.14130 1.30939 -2.22541
H -4.66813 0.55916 -1.80040
H -3.51079 -0.34166 -2.77285
H -2.73700 1.76199 0.18164
C 1.09069 -1.78928 1.95375
C 1.29961 -0.48409 2.71751
P 1.22106 1.02835 1.69132
C 2.95289 1.36933 1.21765
C 3.16782 2.24511 0.14875
C 4.43991 2.67350 -0.17326
C 5.52816 2.23075 0.57079
C 5.32752 1.36903 1.63370
C 4.04439 0.94112 1.96292
C 0.96593 2.42550 2.82051
C 0.44326 2.25886 4.09988
C 0.34841 3.33659 4.97006
C 0.77285 4.59055 4.56790
C 1.29989 4.76381 3.29433
C 1.39779 3.69295 2.42815
P 2.07580 -2.17789 0.44731
C 3.66334 -2.83096 0.86757
C 3.76400 -4.10603 1.42821
C 4.99820 -4.55958 1.84394
C 6.12494 -3.75735 1.69756
C 6.02569 -2.49510 1.12957
C 4.79348 -2.02619 0.71112
C 1.14455 -3.40349 -0.43101
C 1.74473 -4.49248 -1.07129
C 0.99491 -5.30334 -1.90176
C -0.33954 -5.01343 -2.14040
C -0.92889 -3.89716 -1.55183
C -0.18122 -3.11180 -0.69641
H 0.04745 -1.89920 1.62925
H 1.26549 -2.61381 2.65742
H 2.27047 -0.45335 3.21074
H 0.56289 -0.45343 3.52195
H 2.33109 2.58308 -0.45672
H 4.59107 3.35163 -1.00038
H 6.52494 2.56673 0.32496
H 6.16549 1.03422 2.22636
H 3.94210 0.29931 2.82428
H 0.11463 1.29612 4.45798
H -0.04538 3.18603 5.96379
H 0.71050 5.42664 5.24715
H 1.65710 5.73565 2.98505
H 1.83838 3.85291 1.45173
H 2.89243 -4.73856 1.54334
H 5.08758 -5.54349 2.27837
H 7.08654 -4.12617 2.01998
H 6.90693 -1.88491 1.00448
H 4.71806 -1.05735 0.24237
H 2.79101 -4.71346 -0.91496
H 1.45848 -6.15444 -2.37787
H -0.91623 -5.64105 -2.80343
H -1.94859 -3.64940 -1.78433
H -0.61465 -2.18784 -0.29660
S 1.86858 -0.44435 -0.70780
S 2.47440 -0.95074 -2.57892
S 0.71750 -1.37114 -3.56375
S -0.57672 -0.12283 -2.64371
C -0.84045 5.69814 0.01564
N -0.57745 4.56784 -0.88275
C -0.33679 4.75353 -2.18616
C -0.19540 3.69118 -3.03304
C -0.27819 2.42827 -2.44145
O -0.19736 1.38678 -3.28910
N -0.42167 2.20434 -1.14192
C -0.70545 3.29682 -0.32443
O -1.05497 3.14046 0.81926
H -0.52748 6.60559 -0.49227
H -0.27311 5.55559 0.93340
H -1.90395 5.73618 0.24644
H -0.29368 5.77952 -2.52581
H -0.04888 3.80661 -4.09203
*
```

- Highest occupied orbital energy (alpha / beta): -15.3693 / -15.6665 eV
- Frontier orbital gap (alpha / beta): 6.17 / 6.29 eV
- E_LUMO (alpha / beta): -9.20 / -9.37 eV



Molecular formula: C40H42AsIrN2O8S
Method: DFT, ωB97M-V/def2-TZVPD

ORCA input file:
```
! RIJCOSX wB97M-V def2-TZVPD def2/J DEFGRID3
* xyz 3 2
Ir 0.78696 1.13352 0.34946
O 0.95724 5.07760 1.85179
C 1.51502 3.94318 1.54779
O 0.75927 3.10441 1.04114
C 2.99358 3.76384 1.82653
O 3.42721 2.48057 1.52615
C 3.65976 1.56036 2.58249
C 2.76617 0.34105 2.40537
O 3.13409 -0.77893 2.60670
O 1.48600 0.62377 2.08691
H 1.55711 5.72568 2.25730
H 3.19626 4.06457 2.86060
H 3.52251 4.47088 1.17653
H 3.46160 1.98888 3.56955
H 4.69973 1.23803 2.55023
O -5.80058 3.72384 -3.44098
C -5.19369 3.68110 -2.25507
O -5.77155 3.92446 -1.23695
C -3.74004 3.27043 -2.20142
C -3.15184 2.36290 -3.07405
C -1.85235 1.92258 -2.85396
C -1.15375 2.40008 -1.75223
C -1.71914 3.33539 -0.89408
C -3.00724 3.76854 -1.12400
N 0.16568 1.90130 -1.46592
C 1.05555 1.95543 -2.39536
C 2.39083 1.44563 -2.17353
C 3.33419 1.42167 -3.18208
C 4.57632 0.84970 -2.91598
C 4.80315 0.32604 -1.66042
C 3.80379 0.41081 -0.69057
N 2.62285 0.96252 -0.93190
H -5.19381 3.62337 -4.18462
H -3.71035 1.94073 -3.90052
H -1.43227 1.16130 -3.49996
H -1.14833 3.73819 -0.07244
H -3.48000 4.48262 -0.46240
H 0.80923 2.40631 -3.35312
H 3.10103 1.83015 -4.15679
H 5.33885 0.80865 -3.68203
H 5.73710 -0.15762 -1.40931
H 3.97225 -0.01100 0.29032
O 0.33431 -0.72153 -0.12704
S 1.14066 -1.66342 -1.14415
C 2.13238 -2.71149 -0.04042
C 3.51463 -2.92204 -0.59824
C 4.61375 -2.77175 0.24324
C 5.89433 -3.00598 -0.24061
C 6.08223 -3.37277 -1.56680
C 4.98734 -3.52085 -2.40909
C 3.70608 -3.30521 -1.92239
C -0.21138 -2.74555 -1.71889
C -0.62699 -3.84488 -0.79317
C -1.20840 -3.57096 0.44490
C -1.58021 -4.60862 1.28283
C -1.38287 -5.92718 0.88729
C -0.80819 -6.20453 -0.34312
C -0.42466 -5.16532 -1.18101
H 1.56648 -3.63494 0.10136
H 2.15042 -2.17147 0.91012
H 4.46658 -2.50179 1.28343
H 6.74444 -2.91753 0.42307
H 7.07935 -3.56639 -1.93904
H 5.13047 -3.83081 -3.43556
H 2.85728 -3.46521 -2.58221
H 0.16861 -3.13229 -2.66771
H -1.00333 -2.02698 -1.94786
H -1.36359 -2.54489 0.75576
H -2.02980 -4.39718 2.24432
H -1.68223 -6.73683 1.53877
H -0.65801 -7.22910 -0.65462
H 0.02217 -5.38892 -2.14289
C -1.92815 2.40752 2.59047
As -1.35234 0.87569 1.58217
C -1.11878 -0.50249 2.90443
C -2.79908 0.29581 0.39540
C -4.11534 0.34324 1.12340
C -4.90731 1.48807 1.06828
C -6.12174 1.53262 1.73874
C -6.55025 0.43533 2.47295
C -5.77246 -0.71244 2.52359
C -4.55980 -0.75989 1.84784
H -2.85231 2.11321 3.08959
H -2.11937 3.27313 1.96407
H -1.16862 2.63827 3.33528
H -2.09270 -0.96967 3.04722
H -0.79750 -0.03929 3.83429
H -0.38060 -1.23159 2.58247
H -2.53828 -0.71844 0.09196
H -2.78464 0.94100 -0.47996
H -4.59572 2.34004 0.47494
H -6.74013 2.41782 1.67281
H -7.49966 0.46804 2.98969
H -6.11853 -1.57655 3.07455
H -3.97689 -1.67552 1.85638
*
```

- ΔE to the lowest compared entry with this formula, charge and spin: 0.0 kJ/mol
- Highest occupied orbital energy (alpha / beta): -15.4911 / -15.4902 eV
- Frontier orbital gap (alpha / beta): 6.10 / 4.29 eV
- E_LUMO (alpha / beta): -9.39 / -11.20 eV



Molecular formula: C40H42BaBrN2O3S4Si
Method: DFT, ωB97M-V/def2-TZVPD

ORCA input file:
```
! RIJCOSX wB97M-V def2-TZVPD def2/J DEFGRID3
* xyz 1 1
Ba -0.23205 -0.31439 0.42867
C 3.35553 0.67973 -1.73707
C 2.50113 1.92062 -1.96261
S 0.75301 1.60952 -2.31258
C 0.82912 0.77950 -3.91760
C -0.49168 0.08714 -4.22836
S -0.97263 -1.26529 -3.13099
C 0.17251 -2.58467 -3.64022
C 1.51985 -2.64946 -2.91545
S 1.14181 -2.72970 -1.15767
C 2.70784 -2.89573 -0.29465
C 3.70702 -1.74383 -0.39549
S 3.05553 -0.06658 -0.10782
H 4.40888 0.95380 -1.80688
H 3.16374 -0.06724 -2.50553
H 2.92668 2.51951 -2.76905
H 2.50039 2.55508 -1.07316
H 1.64069 0.05468 -3.92825
H 1.03664 1.52176 -4.69044
H -0.46565 -0.29106 -5.25171
H -1.31550 0.80266 -4.18836
H 0.31908 -2.49897 -4.71776
H -0.37040 -3.51409 -3.46375
H 2.14236 -1.79318 -3.17236
H 2.04323 -3.55322 -3.23315
H 3.20596 -3.82002 -0.59381
H 2.38803 -3.04241 0.73995
H 4.19028 -1.72603 -1.37294
H 4.49893 -1.91488 0.33432
C -0.75933 3.71865 0.08283
O -0.25966 2.68445 0.93517
C 0.06031 3.06771 2.21594
C 0.09076 4.37852 2.65141
C 0.40593 4.64866 3.98077
Br 0.45112 6.44207 4.56144
C 0.67741 3.63486 4.86853
C 0.65059 2.30760 4.43360
C 0.35649 2.02413 3.10063
O 0.32209 0.75666 2.62591
C 0.91159 1.18369 5.32966
N 0.93141 -0.05911 4.90439
C 1.19919 -0.84465 6.01551
C 1.34530 -2.22434 6.13491
C 1.61220 -2.72704 7.39089
C 1.73216 -1.88593 8.50941
C 1.59375 -0.51669 8.40490
C 1.32786 -0.01800 7.13497
N 1.14177 1.27217 6.66497
H -1.61177 4.21605 0.54694
H -1.06805 3.23523 -0.83814
H 0.02187 4.44706 -0.14073
H -0.12630 5.19852 1.98480
H 0.91238 3.87975 5.89471
H 0.53301 0.13025 3.42743
H 1.23974 -2.87319 5.27724
H 1.72825 -3.79469 7.52065
H 1.93971 -2.32341 9.47652
H 1.68981 0.12710 9.26857
H 1.14968 2.11397 7.21246
O -0.41015 -2.25462 1.54578
Si -1.12960 -3.53112 2.23234
C 0.14307 -4.85300 2.60809
C -0.13274 -6.22004 2.59342
C 0.83879 -7.15320 2.93142
C 2.11032 -6.73297 3.29408
C 2.40901 -5.37689 3.31249
C 1.43181 -4.45254 2.97020
C -2.49720 -4.15025 1.10574
C -3.55650 -4.91855 1.59403
C -4.58238 -5.34272 0.76123
C -4.57559 -4.99306 -0.58213
C -3.53791 -4.22360 -1.08830
C -2.51112 -3.81404 -0.24851
C -1.91447 -2.97892 3.84913
C -2.77037 -1.87218 3.82652
C -3.31105 -1.34949 4.98993
C -3.00744 -1.93413 6.21487
C -2.17460 -3.03970 6.26098
C -1.63569 -3.55414 5.08637
H -1.11936 -6.56653 2.30484
H 0.60431 -8.20975 2.91076
H 2.86657 -7.45978 3.56126
H 3.39952 -5.04278 3.59722
H 1.67177 -3.39278 2.98447
H -3.59231 -5.17751 2.64734
H -5.39382 -5.93783 1.16000
H -5.38007 -5.31530 -1.23056
H -3.53137 -3.94330 -2.13509
H -1.69264 -3.22909 -0.65723
H -3.03111 -1.41460 2.87540
H -3.97397 -0.49406 4.94645
H -3.42811 -1.53148 7.12754
H -1.93791 -3.50136 7.21140
H -0.97785 -4.41582 5.14033
*
```

- ΔE to the lowest compared entry with this formula, charge and spin: 0.0 kJ/mol
- Highest occupied orbital energy: -10.5217 eV
- Frontier orbital gap: 8.36 eV
- E_LUMO: -2.16 eV



Molecular formula: C40H42ClOP2Tm
Method: DFT, ωB97M-V/def2-TZVPD

ORCA input file:
```
! RIJCOSX wB97M-V def2-TZVPD def2/J DEFGRID3
* xyz 2 3
Tm 1.07348 0.08274 0.30619
Cl 3.23774 0.04873 -0.88102
P -0.07383 -2.48456 -0.55380
P -0.09898 2.52303 -0.60904
C 0.26610 -3.38115 1.02461
C 1.13000 -3.24827 -1.70764
C -1.70403 -3.11844 -1.12000
C -1.76927 3.27580 -0.64754
C 0.81243 3.35573 0.77624
C 0.72379 3.19966 -2.08853
C -0.67961 -4.19042 1.68343
C -0.37749 -4.75064 2.93067
C 0.85860 -4.51135 3.53445
C 1.79657 -3.69966 2.89017
C 1.52553 -3.16885 1.62621
H -1.63436 -4.41257 1.19920
H -1.11051 -5.40320 3.41825
H 1.10709 -4.98279 4.49097
H 2.77033 -3.50803 3.35806
H 2.32081 -2.63606 1.07834
C -2.86677 -2.65883 -0.45754
C -4.13070 -3.11700 -0.84696
C -4.25569 -4.02667 -1.90147
C -3.11511 -4.46471 -2.57973
C -1.84502 -4.01609 -2.20013
H -2.77268 -1.94501 0.36625
H -5.01509 -2.77193 -0.30471
H -5.24250 -4.40824 -2.17646
H -3.20166 -5.18701 -3.39789
H -0.95030 -4.39209 -2.70713
C 1.75670 -4.48460 -1.47432
C 2.72812 -4.95946 -2.36495
C 3.09197 -4.19802 -3.48295
C 2.47556 -2.96045 -3.71150
C 1.48068 -2.50100 -2.85177
H 1.47881 -5.08030 -0.59983
H 3.18661 -5.93710 -2.18760
H 3.83531 -4.57742 -4.18903
H 2.75402 -2.35322 -4.58238
H 0.96908 -1.55103 -3.04290
C 2.18780 3.64212 0.65323
C 2.87276 4.24243 1.70839
C 2.21657 4.52586 2.90644
C 0.87213 4.16919 3.06254
C 0.16332 3.59040 2.00833
H 2.71622 3.43430 -0.28462
H 3.92039 4.54072 1.56766
H 2.74041 5.05869 3.70532
H 0.35488 4.40176 4.00101
H -0.90051 3.35419 2.11385
C -2.83117 2.52813 -0.09545
C -4.11929 3.05624 -0.05116
C -4.37328 4.33701 -0.55560
C -3.32745 5.08062 -1.11863
C -2.02864 4.55905 -1.17001
H -2.64250 1.52211 0.29393
H -4.92036 2.45779 0.39296
H -5.37860 4.75364 -0.49556
H -3.50865 6.08637 -1.50837
H -1.21335 5.15370 -1.58281
C 1.09907 4.54786 -2.22922
C 1.75683 4.96698 -3.39383
C 2.06476 4.04370 -4.40048
C 1.72792 2.69275 -4.23869
C 1.03249 2.27432 -3.10797
H 0.87093 5.27802 -1.44515
H 2.00847 6.02659 -3.50982
H 2.54767 4.37678 -5.32218
H 1.97924 1.95644 -5.01115
H 0.72351 1.22804 -2.99490
H -1.61819 0.06829 -0.63385
H -1.38869 0.03943 -1.36234
C 2.56143 0.44359 2.66298
C 1.24470 0.04583 3.29832
O 0.16144 0.17559 2.28405
C -1.17880 0.26611 2.87249
C -1.66389 -1.07686 3.35347
H 2.93297 -0.19711 1.83001
H 3.32255 0.35147 3.43956
H 2.59598 1.49237 2.34113
H 1.22188 -0.98404 3.67687
H 0.98386 0.70569 4.14452
H -1.11727 0.99909 3.67036
H -1.79454 0.66027 2.06345
H -0.95058 -1.54412 4.04683
H -2.61919 -0.96880 3.88321
H -1.84098 -1.76208 2.51467
*
```

- Highest occupied orbital energy (alpha / beta): -13.8524 / -13.8515 eV
- Frontier orbital gap (alpha / beta): 8.17 / 7.96 eV
- E_LUMO (alpha / beta): -5.68 / -5.89 eV